No. 1
A single C4H7NO2 molecule. Source: the Open Molecules 2025 dataset; level of theory: wB97M-V/def2-TZVPD.

Summary:
- Structure (SMILES): C[C@H]1CNC(=O)O1
- Highest occupied orbital energy: -10.148 eV
- Net charge: 0
- 2S+1: 1
- Frontier orbital gap: 11.0 eV
- Electronic energy: -9846.9915 eV

Element x y z (Å)
1 C -1.60 -0.88 0.00
2 C -0.26 -0.40 -0.56
3 C -0.03 1.03 -0.05
4 N 1.39 1.04 0.16
5 C 1.88 -0.26 0.24
6 O 2.98 -0.61 0.52
7 O 0.87 -1.12 -0.07
8 H -1.45 -1.63 0.78
9 H -2.29 -1.29 -0.73
10 H -2.12 -0.03 0.46
11 H -0.23 -0.43 -1.66
12 H -0.58 1.19 0.88
13 H -0.36 1.76 -0.79
14 H 1.79 1.66 0.86

Atom-resolved charges from Mulliken, all expressed in e:
1 C -1.25
2 C 0.47
3 C -0.66
4 N -0.23
5 C 0.43
6 O -0.55
7 O -0.37
8 H 0.33
9 H 0.30
10 H 0.33
11 H 0.30
12 H 0.34
13 H 0.29
14 H 0.27

***

No. 2
A single C4H7NO2 molecule. Source: the Open Molecules 2025 dataset; level of theory: wB97M-V/def2-TZVPD.

Summary:
- Structure (SMILES): C=CONC(C)=O
- Highest occupied orbital energy: -9.188 eV
- Net charge: 0
- 2S+1: 1
- Frontier orbital gap: 10.0 eV
- Electronic energy: -9844.4530 eV

Element x y z (Å)
1 C 0.16 -1.07 -2.07
2 C -0.51 -0.25 -0.99
3 N -0.24 -0.73 0.29
4 O -1.12 0.78 -1.19
5 C 0.79 1.44 1.62
6 C -0.39 0.90 1.91
7 O -1.00 -0.18 1.31
8 H 1.23 -0.83 -2.10
9 H 0.07 -2.15 -1.90
10 H -0.29 -0.81 -3.03
11 H -0.21 -1.73 0.42
12 H 1.43 1.06 0.83
13 H 1.12 2.30 2.19
14 H -1.05 1.27 2.69

Atom-resolved charges from Mulliken, all expressed in e:
1 C -1.03
2 C 0.68
3 N -0.26
4 O -0.55
5 C -0.59
6 C 0.01
7 O -0.24
8 H 0.26
9 H 0.34
10 H 0.31
11 H 0.25
12 H 0.25
13 H 0.25
14 H 0.33

***

No. 3
A single C4H7NO2 molecule at a distorted geometry. Source: the Open Molecules 2025 dataset; level of theory: wB97M-V/def2-TZVPD.

Summary:
- Structure (SMILES): O=C1CCN1CO
- Highest occupied orbital energy: -9.762 eV
- Net charge: 0
- 2S+1: 1
- Frontier orbital gap: 10.5 eV
- Electronic energy: -9843.5758 eV

Element x y z (Å)
1 C 1.54 -0.33 -0.54
2 C -0.95 -1.00 0.25
3 C -1.83 0.36 0.19
4 C -0.49 1.02 -0.21
5 H 2.20 1.14 0.77
6 H 1.74 0.46 -1.30
7 H 1.90 -1.21 -0.96
8 H -0.63 -0.98 1.38
9 H -1.11 -2.08 -0.33
10 H -2.28 0.46 1.18
11 H -2.63 0.10 -0.70
12 N 0.05 -0.16 -0.36
13 O 2.31 0.06 0.65
14 O 0.18 2.12 -0.03

Atom-resolved charges from Mulliken, all expressed in e:
1 C -0.50
2 C -0.55
3 C -0.56
4 C 0.54
5 H 0.38
6 H 0.33
7 H 0.38
8 H 0.27
9 H 0.26
10 H 0.31
11 H 0.24
12 N 0.16
13 O -0.56
14 O -0.69